Density functional theory data (ωB97M-V/def2-TZVPD) for a gas-phase ion, C3H10N3Si (charge +1).

## Properties
- net charge = +1
- SMILES = C[Si](C)(C)N=[N+]=N
- DFT total energy (eV) = -15612.060
- relative energy (zero: lowest compared OMol25 entry of this formula, charge and spin) (eV) = 1.9493
- E_HOMO (eV) = -15.1
- LUMO (eV) = -4.30

Last column: Löwdin charge in e.
CARTESIAN COORDINATES (ANGSTROEM)
C: 0.306 -1.974 -0.099  -0.196
Si: 0.400 -0.181 0.418  0.642
C: -0.884 0.462 1.608  -0.189
C: 2.103 0.639 0.466  -0.137
N: -0.447 0.707 -1.177  0.189
N: -1.278 0.889 -1.912  -0.152
N: -2.195 1.063 -2.603  0.248
H: -0.256 -2.666 0.607  0.061
H: -0.058 -2.212 -1.125  0.036
H: 1.352 -2.517 -0.237  0.088
H: -2.008 0.403 1.326  0.078
H: -0.825 -0.150 2.628  0.101
H: -0.793 1.465 1.775  -0.018
H: 1.939 1.616 0.947  0.054
H: 2.622 -0.036 1.194  0.071
H: 2.332 0.724 -0.515  -0.012
H: -2.309 1.766 -3.297  0.136